Below is an isolated molecule of C3H4FNO3, with properties calculated with ωB97M-V/def2-TZVPD.

Structure (XYZ):
```
12
Properties=species:S:1:pos:R:3:forces:R:3:lowdin_charge:R:1
F 0.747958 -1.186148 1.246279 0.642 -0.796 0.636 0.151
O 2.142642 0.414363 -1.390258 -0.054 -0.411 0.176 0.096
O 0.552183 0.948574 0.643114 -1.490 2.204 0.945 0.016
O 1.910375 -1.717815 -1.142487 0.274 -1.064 -0.138 0.108
N 1.697513 -0.581565 -0.862633 -1.213 1.603 0.983 -0.319
C -1.072799 -0.243263 -0.260073 4.743 3.375 -2.200 0.038
C -0.977737 1.015399 0.653633 0.809 -1.504 0.916 -0.064
C 0.576405 -0.314714 0.277634 -3.112 -0.811 -3.294 -0.467
H -1.125325 -0.009599 -1.400099 0.047 -0.590 2.148 0.145
H -1.331517 0.646404 1.638137 0.466 0.541 -0.204 0.120
H -1.686132 -0.973768 0.082504 -1.756 -2.293 0.727 0.054
H -1.433566 2.002134 0.514249 0.645 -0.255 -0.693 0.122
```
Positions in Å, forces in eV/Å.

As for the molar mass: 121.07 g/mol. For the relative energy (zero: lowest compared OMol25 entry of this formula, charge and spin), the calculation gives 545.4 kJ/mol. Its highest occupied orbital energy is -0.3993 hartree. The total energy is -13520.987 eV. Its SMILES is O=[N+]([O-])[C@]1(F)CCO1.

***

Below is a cluster of 2 separate species, C6H7NO6S in total, with properties calculated with ωB97M-V/def2-TZVPD.

Structure (XYZ):
```
21
Properties=species:S:1:pos:R:3:forces:R:3:lowdin_charge:R:1
S -3.016036 -1.618313 -0.776273 -0.538 -1.467 -0.542 0.353
O -1.328221 1.751288 0.200882 0.346 -0.199 -0.460 -0.105
O -2.818625 -1.533669 2.241572 -1.246 -1.907 1.599 0.003
O 4.094837 0.344600 0.060839 1.067 -0.710 0.264 -0.081
O 3.488712 2.417284 0.712080 -0.440 -0.865 -0.038 -0.041
O -2.041514 0.772383 -1.777149 1.757 2.721 1.981 -0.079
O -1.573813 0.227102 2.468701 1.264 1.857 0.787 0.041
N 1.811927 -0.511724 -0.294451 3.428 2.453 1.175 -0.037
C -1.821734 0.730138 -0.362902 -0.584 0.462 -0.773 -0.626
C -2.265923 -0.628942 1.707299 0.919 0.976 -2.958 -0.657
C -2.240775 -0.452514 0.235656 0.017 0.402 0.888 -0.673
C 3.279733 1.238164 0.352427 0.021 1.585 -0.171 -0.712
C 0.791195 -1.103536 -1.077318 -0.285 -0.611 -2.277 -0.096
C 1.839239 0.806338 0.069974 0.030 -4.390 0.691 0.115
H 2.897739 -0.973488 -0.171568 -3.128 2.213 -0.772 0.218
H 0.905725 1.266457 0.429358 0.160 0.273 -1.108 0.120
H -2.405620 -0.077173 -1.978554 -0.931 -1.821 -0.230 -0.100
H -0.061839 -0.447434 -1.069036 -0.485 -0.044 0.056 0.032
H -1.164234 0.983031 1.956143 -0.963 -0.980 -0.236 0.090
H 0.488183 -2.096030 -0.686703 0.273 0.525 -0.591 0.094
H 1.141052 -1.093960 -2.240980 -0.682 -0.470 2.713 0.143
```
Positions in Å, forces in eV/Å.

As for the molar mass: 221.19 g/mol. The charge is -2. For the relative energy (zero: lowest compared OMol25 entry of this formula, charge and spin), the calculation gives 5.3 kJ/mol. Its highest occupied orbital energy (spin up / spin down) is 0.0272 / 0.0456 hartree. The total energy is -30944.827 eV.

***

Below is a structure of composition C23H30CeCl5, with properties calculated with ωB97M-V/def2-TZVPD.

Structure (XYZ):
```
59
Properties=species:S:1:pos:R:3:forces:R:3:lowdin_charge:R:1
Ce 1.156707 -0.899775 -0.751494 -3.116 1.376 1.957 1.177
Cl 0.458663 -2.963115 -6.925309 -0.035 0.446 0.833 0.710
Cl 1.853446 -4.483144 -4.578347 -0.142 0.744 0.029 0.719
Cl -0.818494 -0.202584 -6.521254 -0.022 -0.211 0.724 0.704
Cl 1.383498 -3.602347 -1.723245 -0.194 0.903 0.262 0.749
Cl -1.066893 1.136520 -3.737239 0.165 -0.535 0.532 0.774
C -0.963202 0.158633 0.718290 0.312 -0.006 0.740 -0.191
C 0.403653 -2.280837 -5.323353 0.292 0.582 -0.204 -0.639
C 1.603990 2.724502 -0.402828 0.569 -0.036 0.062 -0.543
C 0.754655 1.684299 0.297348 -0.780 -0.697 -0.356 -0.277
C 0.010868 0.027459 1.801627 0.147 0.641 -2.854 -0.175
C -0.269004 -1.031155 -5.093484 0.297 -0.462 -0.695 -0.644
C 0.194289 -1.212917 -2.757949 -0.447 -0.442 -0.967 -0.331
C 1.924110 2.307015 -1.892587 -0.419 -0.387 1.266 -0.002
C 2.935529 2.870736 0.364383 -0.267 -0.966 0.005 -0.047
C -2.024781 -2.110725 0.225540 0.583 -0.684 0.039 -0.030
C -2.910858 -0.071133 -0.759006 0.175 0.015 -0.841 -0.069
C -2.268045 -0.623947 0.502461 0.157 0.829 0.337 -0.510
C -0.552758 1.265442 -0.105528 1.149 -1.267 -0.056 -0.057
C -0.397993 -0.454468 -3.805708 1.515 -1.871 -1.108 -0.635
C 0.858114 -2.465355 -3.007272 -0.547 1.128 -0.875 -0.630
C 0.055905 -0.759403 3.064981 1.631 -0.450 0.920 -0.522
C 0.885739 4.069314 -0.340886 -0.506 0.190 0.744 -0.035
C -3.266633 -0.387660 1.675890 0.505 0.764 -0.233 -0.008
C 1.100536 -2.946258 -4.294936 -1.429 -0.412 -0.372 -0.684
C 1.071965 0.942856 1.460954 -0.315 -0.526 0.415 -0.083
C 1.564594 -1.046031 3.351203 -0.150 0.450 0.407 -0.046
C -0.562595 -2.154784 3.072286 -0.177 -0.174 -0.682 -0.048
C -0.484596 0.145981 4.210282 0.124 -0.251 -0.637 -0.006
H -0.321598 -2.668489 3.987052 0.333 -0.097 0.441 0.085
H 2.887061 2.694344 -2.233999 -0.318 0.289 -0.079 0.097
H 1.624685 -1.820326 4.113181 0.207 0.043 0.074 0.087
H -0.574367 -0.414215 5.147585 0.116 0.262 -0.107 0.099
H -3.766166 -0.650898 -1.016783 -0.782 -0.643 -0.168 0.086
H -3.551806 0.701318 1.680923 0.189 -1.055 0.032 0.113
H -0.209539 4.011975 -0.602685 1.224 0.150 -0.072 0.103
H 2.506287 -0.536794 0.190214 2.597 0.594 1.562 -0.085
H 1.903457 1.103444 2.146649 -0.103 0.061 -0.625 0.119
H -2.938959 -2.601978 -0.079995 -0.335 0.053 -0.430 0.098
H 2.078317 -1.398892 2.447703 0.015 0.011 0.178 0.074
H -3.276941 0.941719 -0.704940 0.083 0.494 0.424 0.096
H -4.154775 -0.992280 1.488060 -0.077 0.059 0.241 0.091
H 3.395960 1.868594 0.446451 0.038 0.431 0.082 0.085
H -2.828340 -0.618177 2.662004 -0.370 0.007 -0.539 0.059
H -1.092179 1.635795 -0.965346 0.065 -0.009 0.088 0.088
H 3.602526 3.489518 -0.203593 0.419 0.469 -0.166 0.080
H 0.145229 1.043800 4.309205 -0.029 -0.462 0.189 0.097
H -2.250210 -0.102433 -1.638615 -0.068 -0.188 0.361 0.045
H 2.817613 3.288556 1.376465 -0.067 -0.173 -0.402 0.100
H -0.199338 -2.811015 2.231137 -0.283 0.733 0.812 0.101
H 2.077268 1.198384 -1.936375 -0.102 0.302 -0.237 0.043
H 1.080165 2.584977 -2.533523 0.417 -0.205 -0.095 0.068
H -1.285875 -2.274058 -0.597128 -0.451 0.201 0.088 0.064
H 2.076007 -0.146064 3.734819 -0.057 -0.487 -0.228 0.091
H -1.449452 0.522451 3.902642 -0.497 0.016 0.208 0.070
H -1.680597 -2.749907 1.039204 -0.006 0.565 0.092 0.058
H 1.448137 4.808203 -0.931574 -0.487 -0.051 0.110 0.097
H -1.636504 -2.103332 3.079142 -0.485 -0.204 -0.374 0.065
H 0.943529 4.358673 0.737273 -0.259 0.146 -0.852 0.102
```
Positions in Å, forces in eV/Å.

As for the molar mass: 623.87 g/mol. The charge is +1. For the relative energy (zero: lowest compared OMol25 entry of this formula, charge and spin), the calculation gives 6.2 kJ/mol. Its highest occupied orbital energy (spin up / spin down) is -0.4132 / -0.4132 hartree. The total energy is -99868.356 eV.

***

Below is a structure of composition C4H5N2OS2, with properties calculated with ωB97M-V/def2-TZVPD.

Structure (XYZ):
```
14
Properties=species:S:1:pos:R:3:forces:R:3:lowdin_charge:R:1
S 1.407302 1.700439 0.793522 -0.297 0.282 0.561 0.797
S 4.546127 -0.816776 1.055960 0.369 -0.330 1.146 0.445
O 3.517843 -1.511734 -1.252404 -0.269 0.009 -0.520 -0.080
N 4.039838 0.713766 -0.933314 0.110 1.368 -0.856 0.091
N 1.976425 1.991865 -0.819998 -0.710 0.367 -0.492 -0.274
C 0.597576 0.082685 0.593658 0.251 0.502 -0.304 -0.532
C -0.574451 0.167903 -0.364415 0.043 -0.038 0.067 -0.185
C 3.042018 1.378649 -0.958233 0.391 -0.798 0.485 -0.401
C 3.960643 -0.677102 -0.495163 0.254 -1.106 -0.122 -1.153
H 0.282546 -0.177386 1.604577 0.064 -0.052 0.065 0.066
H -0.226740 0.520707 -1.333314 -0.036 -0.011 -0.070 0.057
H 1.345204 -0.633146 0.254426 0.012 -0.107 0.124 0.051
H -1.033906 -0.810639 -0.490121 -0.096 -0.114 -0.072 0.062
H -1.318635 0.868905 0.010125 -0.086 0.027 -0.012 0.057
```
Positions in Å, forces in eV/Å.

As for the molar mass: 161.23 g/mol. The charge is -1. For the relative energy (zero: lowest compared OMol25 entry of this formula, charge and spin), the calculation gives 0.0 kJ/mol. Its highest occupied orbital energy is -0.1349 hartree. The total energy is -30927.848 eV.

***

Copy entry 2 word for word.
Below is a cluster of 2 separate species, C6H7NO6S in total, with properties calculated with ωB97M-V/def2-TZVPD.

Structure (XYZ):
```
21
Properties=species:S:1:pos:R:3:forces:R:3:lowdin_charge:R:1
S -3.016036 -1.618313 -0.776273 -0.538 -1.467 -0.542 0.353
O -1.328221 1.751288 0.200882 0.346 -0.199 -0.460 -0.105
O -2.818625 -1.533669 2.241572 -1.246 -1.907 1.599 0.003
O 4.094837 0.344600 0.060839 1.067 -0.710 0.264 -0.081
O 3.488712 2.417284 0.712080 -0.440 -0.865 -0.038 -0.041
O -2.041514 0.772383 -1.777149 1.757 2.721 1.981 -0.079
O -1.573813 0.227102 2.468701 1.264 1.857 0.787 0.041
N 1.811927 -0.511724 -0.294451 3.428 2.453 1.175 -0.037
C -1.821734 0.730138 -0.362902 -0.584 0.462 -0.773 -0.626
C -2.265923 -0.628942 1.707299 0.919 0.976 -2.958 -0.657
C -2.240775 -0.452514 0.235656 0.017 0.402 0.888 -0.673
C 3.279733 1.238164 0.352427 0.021 1.585 -0.171 -0.712
C 0.791195 -1.103536 -1.077318 -0.285 -0.611 -2.277 -0.096
C 1.839239 0.806338 0.069974 0.030 -4.390 0.691 0.115
H 2.897739 -0.973488 -0.171568 -3.128 2.213 -0.772 0.218
H 0.905725 1.266457 0.429358 0.160 0.273 -1.108 0.120
H -2.405620 -0.077173 -1.978554 -0.931 -1.821 -0.230 -0.100
H -0.061839 -0.447434 -1.069036 -0.485 -0.044 0.056 0.032
H -1.164234 0.983031 1.956143 -0.963 -0.980 -0.236 0.090
H 0.488183 -2.096030 -0.686703 0.273 0.525 -0.591 0.094
H 1.141052 -1.093960 -2.240980 -0.682 -0.470 2.713 0.143
```
Positions in Å, forces in eV/Å.

As for the molar mass: 221.19 g/mol. The charge is -2. For the relative energy (zero: lowest compared OMol25 entry of this formula, charge and spin), the calculation gives 5.3 kJ/mol. Its highest occupied orbital energy (spin up / spin down) is 0.0272 / 0.0456 hartree. The total energy is -30944.827 eV.

***

The lowest relative energy (zero: lowest compared OMol25 entry of this formula, charge and spin) belongs to which entry? C4H5N2OS2

***

Look up the relative energy (zero: lowest compared OMol25 entry of this formula, charge and spin) of the first one. 545.4 kJ/mol

***

The highest relative energy (zero: lowest compared OMol25 entry of this formula, charge and spin) belongs to which entry? C3H4FNO3